# 1
2 unconnected molecules or ions with the total composition C19H21FN2O5, computed with ωB97M-V/def2-TZVPD.

```
48
Properties=species:S:1:pos:R:3:forces:R:3:nbo_charge:R:1
F -1.119 -0.415 2.181 -0.31 0.16 -0.70 -0.326
O -2.585 -2.599 0.798 0.27 0.41 -0.32 -0.511
O 5.679 -4.297 1.116 -1.34 1.85 -1.63 -0.380
O 0.398 -1.629 4.343 -0.07 -0.68 -1.06 -0.490
O 5.262 -3.244 -0.781 -0.61 -0.25 2.39 -0.369
O -0.537 -3.567 0.973 -0.68 0.98 0.07 -0.564
N 5.017 -3.477 0.424 2.51 -1.70 -1.46 0.496
N -0.887 2.798 -0.535 0.74 -2.41 1.79 -0.475
C -1.335 -2.709 1.294 0.12 -1.04 -0.14 0.761
C -0.314 4.733 -2.359 -0.35 -1.26 1.17 0.037
C 3.914 -2.819 1.059 -1.75 0.11 0.62 0.033
C -2.895 -3.146 -0.546 0.14 -0.06 0.20 -0.071
C 0.558 4.481 -1.268 -0.61 -1.10 0.17 -0.276
C 1.591 -1.939 2.297 0.96 -0.10 0.37 -0.096
C 3.692 -3.165 2.401 0.54 0.76 -0.77 -0.175
C -1.586 2.787 -1.621 -0.66 0.53 -0.73 0.237
C -4.332 -2.862 -0.935 -0.76 0.40 -0.14 -0.635
C 1.115 2.857 0.722 0.29 0.43 0.26 -0.639
C -2.506 1.573 -1.664 -0.48 0.11 -0.38 -0.636
C 3.013 -1.986 0.330 1.17 -0.41 0.81 -0.169
C -1.052 -1.758 2.489 -0.62 -0.53 0.64 0.035
C 0.251 3.421 -0.388 0.03 0.98 -0.32 0.242
C 0.336 -1.845 3.147 0.17 1.37 0.11 0.551
C 2.605 -2.594 3.016 -0.68 -0.35 -0.01 -0.164
C -0.122 5.938 -3.203 -0.10 0.50 -0.56 -0.639
C 1.866 -1.517 0.969 -0.34 -0.61 0.50 -0.189
C -1.383 3.811 -2.563 0.33 -0.12 0.11 -0.276
H 3.286 -1.731 -0.695 -0.28 -0.02 0.36 0.254
H -2.733 -4.235 -0.594 0.35 0.51 0.35 0.201
H -4.585 -3.449 -1.832 0.28 0.04 0.29 0.224
H 0.536 2.530 1.609 0.07 0.47 -0.62 0.240
H 1.192 -0.843 0.443 -0.02 -0.33 0.04 0.235
H 4.366 -3.828 2.948 -0.15 0.40 -0.35 0.262
H -3.031 1.415 -0.701 0.24 0.48 -0.48 0.237
H -2.244 -2.613 -1.250 0.09 -0.42 0.19 0.192
H 2.474 -2.741 4.078 -0.26 -0.19 -0.04 0.239
H 0.852 5.974 -3.695 0.03 -0.15 0.07 0.226
H -0.195 6.846 -2.601 -0.01 -0.04 0.07 0.227
H 1.633 1.937 0.386 -0.14 0.57 -0.11 0.220
H -3.232 1.647 -2.482 0.05 -0.19 0.14 0.204
H -1.808 -1.940 3.290 0.49 -0.05 -0.60 0.215
H 1.452 5.028 -1.032 0.22 0.52 -0.43 0.213
H 1.857 3.609 1.014 0.07 -0.34 0.13 0.209
H -1.912 0.641 -1.780 -0.11 0.67 -0.21 0.220
H -5.097 -3.122 -0.182 0.60 0.06 -0.11 0.225
H -4.495 -1.815 -1.237 0.16 -0.25 0.36 0.216
H -0.884 6.012 -3.980 0.02 -0.06 0.01 0.218
H -2.075 3.848 -3.403 0.38 0.35 -0.07 0.213
```
Positions in Å, forces in eV/Å.

Results
E_HOMO = -9.03 eV
DFT total energy = -1322.04453 hartree
Frontier orbital gap = 7.772 eV
SMILES = CCOC(=O)[C@H](F)C(=O)c1ccc([N+](=O)[O-])cc1.Cc1cc(C)nc(C)c1

---

# 2
A molecular structure, C19H21GdN6O8P2S3, computed with ωB97M-V/def2-TZVPD.

```
60
Properties=species:S:1:pos:R:3:forces:R:3:mulliken_spin:R:1
Gd 0.529 0.164 -0.285 0.29 -0.13 0.80 5.620
S -1.793 0.917 1.403 -0.34 -0.43 1.30 0.066
S 3.765 3.402 -0.777 0.00 0.10 -0.23 0.014
S 2.597 1.458 1.241 0.54 0.41 0.47 0.298
P 2.441 -1.018 -2.146 0.96 -0.08 -1.05 -0.016
P -0.258 -2.187 -1.853 0.13 -1.03 -0.19 -0.005
O 2.456 -0.943 -0.645 0.99 -0.75 -0.55 -0.037
O -3.101 1.248 0.935 -0.26 0.00 0.15 0.018
O 3.896 -1.436 -2.694 0.11 -0.03 0.27 -0.002
O -0.706 1.672 0.750 -0.70 0.98 0.92 0.017
O -0.570 -0.700 -1.954 -0.68 -0.89 -0.91 -0.038
O 1.897 0.169 -2.873 0.27 -0.08 -0.20 -0.007
O 0.212 -2.507 -0.364 0.14 0.04 -1.35 -0.008
O -1.200 -3.142 -2.471 -0.05 -0.13 -0.16 -0.010
N 1.480 2.232 -1.041 0.36 0.98 -0.34 0.005
N -3.354 -1.381 2.040 -0.02 0.18 -0.16 0.010
N -1.059 1.232 7.253 -0.07 0.00 -0.26 0.163
N -1.306 -0.622 1.128 -1.06 0.95 0.17 0.047
N 0.952 -1.955 -4.160 -0.10 0.26 0.17 0.006
N -1.894 -2.824 0.879 -0.49 0.01 -0.01 0.004
C 2.845 3.725 -2.225 0.23 -0.14 0.38 0.038
C -2.791 -3.798 0.957 -0.02 -0.09 0.02 -0.008
C -4.231 -2.366 2.118 0.15 0.05 0.00 -0.005
C 0.747 3.071 -3.238 -0.07 0.00 -0.13 0.024
C 2.499 2.329 -0.213 -0.10 0.24 -0.11 -0.047
C 1.941 -3.775 -2.724 -0.13 -0.05 -0.04 0.003
C -0.335 1.281 3.657 1.63 0.20 1.13 0.108
C -2.232 -1.600 1.332 0.25 -0.37 0.59 0.024
C 3.160 4.523 -3.315 0.06 0.09 -0.13 -0.024
C 1.062 3.865 -4.323 -0.28 -0.19 0.14 -0.007
C -2.537 1.142 5.346 -1.33 -0.21 -1.21 0.055
C 1.649 2.997 -2.179 -0.05 -0.17 0.42 0.001
C -2.721 1.090 3.979 -1.13 0.09 1.62 0.050
C -1.250 1.250 5.888 0.73 0.05 0.82 0.300
C 2.257 4.586 -4.362 0.21 0.09 0.06 0.042
C -1.619 1.159 3.141 -0.37 0.07 -2.32 0.210
C -0.152 1.333 5.023 0.47 -0.09 -0.99 0.005
C 1.366 -2.380 -2.765 -0.12 0.35 0.43 0.003
C -4.026 -3.614 1.543 -0.01 0.03 0.01 0.013
H 4.090 5.076 -3.347 -0.02 0.01 -0.02 -0.001
H 0.846 1.436 5.430 0.02 0.02 -0.01 -0.003
H -3.389 1.093 6.013 -0.04 -0.02 -0.05 0.017
H 2.783 -3.872 -3.412 0.03 -0.02 0.02 -0.001
H 2.476 5.200 -5.226 0.03 0.01 0.03 0.002
H -1.851 1.422 7.840 -0.08 0.04 0.09 -0.003
H 2.305 -3.969 -1.716 -0.01 -0.01 -0.01 0.001
H 0.509 1.357 2.983 0.03 0.10 0.09 0.032
H -0.163 2.487 -3.185 -0.02 0.04 -0.08 0.001
H 1.175 -4.517 -2.957 0.02 -0.01 -0.01 -0.001
H -4.770 -4.394 1.579 0.03 -0.03 0.04 0.002
H -0.655 -2.799 0.146 -0.11 -0.03 0.57 0.002
H 1.010 -0.907 -4.118 -0.02 -0.19 -0.04 0.001
H -2.487 -4.752 0.542 -0.03 0.00 -0.03 -0.002
H 0.373 3.934 -5.155 0.00 -0.02 0.01 0.000
H -3.705 0.994 3.544 -0.03 0.01 0.08 0.022
H -5.130 -2.145 2.686 -0.02 -0.06 -0.03 0.002
H 1.570 -2.314 -4.882 0.06 -0.02 -0.04 -0.003
H 4.587 -1.233 -2.046 -0.11 -0.07 -0.13 0.001
H -0.015 -2.265 -4.322 0.06 -0.07 -0.08 0.001
H -0.177 1.566 7.598 0.08 0.01 0.09 -0.003
```
Positions in Å, forces in eV/Å.

Results
E_HOMO (alpha / beta) = -2.96 / -6.45 eV
DFT total energy = -4310.15787 hartree
Frontier orbital gap (alpha / beta) = 2.812 / 2.416 eV
Spin multiplicity = 8

---

# 3
A molecular structure, C19H21N3O2S, computed with ωB97M-V/def2-TZVPD.

```
46
Properties=species:S:1:pos:R:3:forces:R:3:nbo_charge:R:1
S -0.963 0.452 3.374 -2.75 1.22 -0.29 0.249
O 1.173 -0.444 0.839 -3.86 5.68 0.96 -0.815
O 2.844 -2.373 3.560 13.11 -2.68 -7.80 -0.574
N 0.965 -1.288 3.552 -1.89 -0.30 -0.24 -0.644
N 0.654 0.508 -2.168 8.72 -1.30 2.69 -0.310
N -0.379 -1.137 5.286 -6.71 0.29 10.65 -0.534
C -1.369 2.889 -2.474 -15.12 -7.30 1.50 -0.494
C 1.447 -0.102 -4.662 -1.15 -1.57 5.12 -0.184
C 0.246 -2.118 5.756 4.91 -6.59 5.18 0.293
C -0.407 0.453 -6.027 -2.96 -2.09 -2.79 -0.190
C 1.499 -2.644 5.217 -5.92 -3.14 10.72 -0.354
C 1.885 -2.177 4.055 -8.38 3.50 3.56 0.568
C -1.409 1.098 -2.445 1.40 3.08 -0.66 0.007
C -0.685 0.734 -3.799 -7.57 1.25 4.38 -0.112
C -2.714 0.397 -2.083 1.77 3.51 -0.19 -0.622
C 2.235 0.417 -1.610 -5.67 -12.30 -4.44 -0.379
C 0.786 -0.227 -5.835 -0.25 2.87 2.34 -0.230
C 0.307 0.813 0.971 5.68 -8.57 -1.69 0.429
C -0.237 -0.913 4.182 6.68 4.91 -15.27 0.368
C 0.454 0.313 -3.487 8.96 -2.40 -3.41 0.165
C -1.252 0.660 -4.982 -2.82 3.33 -4.85 -0.176
C -0.339 0.832 -1.429 -0.08 1.19 -0.89 0.353
C -0.314 1.260 -0.106 -5.09 1.27 -1.55 -0.463
C 0.148 1.346 2.252 5.06 -4.24 4.83 -0.592
C -0.345 -2.646 7.156 -2.60 6.37 -1.84 -0.614
H -3.273 0.682 -2.920 -2.10 0.34 -0.69 0.219
H 2.446 1.126 -1.042 1.83 6.13 4.88 0.176
H -0.928 0.476 -7.045 1.31 0.04 1.26 0.214
H -2.226 1.213 -5.290 1.39 -1.34 1.13 0.223
H 1.236 -1.274 2.600 -0.87 1.50 -2.23 0.467
H -1.389 1.669 0.080 2.11 0.13 0.24 0.208
H 1.358 -0.448 -6.605 2.30 -1.51 -3.83 0.210
H -1.385 -3.027 7.139 0.80 0.05 -0.33 0.227
H -2.956 0.864 -1.112 -0.75 -1.03 -0.44 0.229
H 1.969 -3.419 6.008 -0.62 1.79 -2.70 0.228
H 2.031 -0.798 -0.967 0.79 4.38 -0.98 0.299
H 0.319 -3.197 7.586 3.69 -4.26 2.45 0.192
H -2.035 3.122 -1.606 1.96 0.42 0.04 0.227
H 2.462 -0.644 -4.463 -2.02 1.42 -0.34 0.231
H 1.275 1.206 2.850 -3.01 0.62 -1.87 0.275
H -2.521 3.118 -3.227 4.03 -0.50 1.22 0.175
H -0.589 3.296 -2.743 7.78 4.18 -2.48 0.162
H -0.080 2.310 2.266 -1.39 4.12 0.35 0.234
H -2.494 -0.608 -2.195 0.01 -2.24 0.70 0.230
H 2.907 -0.053 -2.348 -0.48 1.55 -0.22 0.223
H -0.357 -1.716 7.943 -0.24 -1.77 -2.15 0.209
```
Positions in Å, forces in eV/Å.

Results
E_HOMO = -8.13 eV
DFT total energy = -1448.97437 hartree
Frontier orbital gap = 7.644 eV